1.
{
  "formula": "C10H11F3IN3O3P",
  "method": "ωB97M-V with the def2-TZVPD basis set",
  "species": ["H", "N", "H", "F", "C", "H", "C", "O", "H", "C", "N", "H", "P", "H", "O", "C", "H", "H", "F", "H", "C", "I", "O", "C", "C", "F", "H", "N", "C", "H", "C", "C"],
  "coordinates": [[-2.632, 4.683, -1.649], [2.060, 0.440, 4.345], [-3.989, 1.431, -0.887], [-0.341, -1.282, -2.190], [1.175, -2.398, 2.115], [-2.950, 0.126, -0.298], [2.445, -0.909, 0.750], [3.911, 1.173, 1.788], [3.282, 1.906, 1.702], [1.574, -1.120, -0.301], [2.198, -1.561, 1.897], [1.746, -0.627, -1.244], [3.889, 0.282, 0.432], [1.093, -2.853, 3.087], [-0.793, 3.121, -2.339], [-3.228, 0.715, -1.175], [-3.169, 3.557, -0.395], [-3.859, 3.469, -2.033], [-0.106, -3.413, -1.871], [-3.644, 0.040, -1.924], [0.510, -1.987, -0.129], [5.804, -1.165, 0.746], [3.076, -1.323, 2.977], [2.547, -0.395, 3.747], [-2.953, 3.664, -1.459], [-1.706, -2.339, -0.860], [-1.282, 0.827, -2.022], [-2.058, 1.387, -1.712], [-1.848, 2.725, -1.875], [-0.522, -3.299, 1.263], [0.295, -2.622, 1.080], [-0.451, -2.265, -1.287]],
  "de_lowest_kcal_mol": 0.0,
  "gap_ev": 6.0,
  "total_charge": 1
}

2.
{
  "formula": "C10H11F3N2",
  "method": "ωB97M-V with the def2-TZVPD basis set",
  "species": ["C", "C", "C", "F", "C", "H", "N", "N", "C", "H", "H", "C", "H", "H", "H", "H", "C", "H", "H", "F", "C", "C", "F", "H", "H", "C"],
  "coordinates": [[1.619, 3.094, 1.927], [-1.378, -2.554, -1.405], [1.468, 1.766, 2.196], [1.306, -1.735, -1.486], [-0.405, 1.554, 0.636], [2.565, 3.701, 2.265], [-1.236, -0.515, 0.122], [-0.717, -1.999, -2.568], [-0.290, 2.951, 0.424], [-2.185, -3.301, -1.725], [2.262, 1.296, 2.876], [-2.084, -1.497, -0.541], [-2.938, -1.046, -1.128], [-0.714, -3.052, -0.753], [-2.239, 1.233, -0.211], [0.378, -0.155, 1.749], [0.790, 3.623, 0.966], [1.017, 4.636, 0.599], [-2.504, -2.055, 0.328], [1.094, -1.143, -3.453], [0.468, 0.971, 1.601], [-1.443, 0.730, 0.140], [2.394, -4.090, -0.105], [-0.928, 3.476, -0.361], [3.249, -4.207, 0.402], [0.450, -1.683, -2.493]],
  "de_lowest_kcal_mol": 3.6,
  "gap_ev": 9.4
}

3.
{
  "formula": "C10H11F3N2V",
  "method": "ωB97M-V with the def2-TZVPD basis set",
  "species": ["H", "C", "F", "F", "H", "N", "C", "F", "H", "C", "H", "H", "H", "H", "C", "C", "V", "C", "C", "C", "H", "C", "H", "H", "H", "C", "N"],
  "coordinates": [[-0.062, -0.046, -0.418], [2.817, 1.567, -0.540], [-0.099, 2.215, -2.943], [0.080, 2.581, 0.026], [0.379, -1.021, -2.882], [2.696, 1.909, -1.633], [-0.216, -1.502, -2.119], [-0.375, -3.228, -3.630], [0.235, 1.372, 4.015], [-2.078, -2.785, -0.482], [2.062, 0.567, 1.206], [-0.023, 2.860, 2.961], [3.252, 1.957, 1.528], [-2.756, -3.218, 0.239], [-1.746, -3.363, -1.725], [-0.512, -0.926, -0.853], [-0.818, 3.697, -1.489], [-0.825, -2.689, -2.498], [-0.061, 1.774, 3.046], [-1.442, -1.598, -0.059], [-2.124, -4.349, -1.952], [-1.437, 1.340, 2.690], [-1.746, -1.125, 0.863], [3.761, 0.485, 0.927], [0.666, 1.349, 2.354], [2.909, 1.163, 0.865], [-2.538, 1.011, 2.503]],
  "gap_ev": [6.1, 6.2],
  "multiplicity": 4
}

4.
{
  "formula": "C10H11N3",
  "method": "ωB97M-V with the def2-TZVPD basis set",
  "species": ["H", "C", "C", "H", "H", "C", "C", "H", "N", "H", "C", "C", "H", "H", "H", "C", "H", "C", "C", "N", "N", "C", "H", "H"],
  "coordinates": [[-1.358, 1.784, -0.639], [-0.973, 0.744, -0.707], [0.542, -2.951, 0.703], [1.590, -2.759, 0.808], [-0.375, 1.012, 1.977], [1.782, 0.782, -2.023], [1.240, 2.926, -1.073], [1.513, 1.231, 1.829], [2.429, 0.118, -2.669], [-2.789, -0.221, -0.593], [0.447, 1.418, 1.404], [0.415, 0.693, 0.066], [-1.926, -2.474, -0.313], [0.092, -3.212, 1.634], [-2.257, 0.066, 1.048], [-0.075, -1.628, 0.357], [-0.989, 0.388, -1.750], [-1.451, -1.483, 0.027], [1.180, 1.550, -1.042], [1.334, 4.047, -0.897], [0.792, -0.708, 0.558], [-1.984, -0.183, 0.044], [0.530, 2.503, 1.424], [0.290, -3.643, -0.176]],
  "de_lowest_kcal_mol": 136.8,
  "gap_ev": [6.8, 7.9]
}

5.
{
  "formula": "C10H11N3",
  "method": "ωB97M-V with the def2-TZVPD basis set",
  "species": ["C", "C", "C", "H", "C", "H", "C", "C", "H", "C", "C", "C", "H", "H", "H", "H", "H", "N", "H", "N", "H", "C", "H", "N"],
  "coordinates": [[1.558, 0.742, 0.436], [-0.075, -1.359, 0.106], [2.176, -0.648, 0.063], [0.482, 3.190, 0.046], [-2.841, -0.986, 0.025], [-0.504, -3.490, -0.013], [-0.284, 2.306, -0.058], [-1.963, 0.070, -0.159], [1.434, -2.835, -0.036], [-1.005, -2.476, 0.157], [-2.306, -2.291, 0.067], [-0.577, -0.022, 0.014], [5.184, -1.088, -0.962], [-2.422, 1.132, -0.253], [-3.877, -0.852, -0.122], [-0.719, 2.690, -0.968], [1.497, 0.844, 1.514], [0.275, 1.002, -0.091], [2.202, 1.544, 0.111], [4.548, -0.994, -0.077], [-1.031, 2.334, 0.837], [1.226, -1.726, 0.088], [-2.988, -3.089, -0.126], [3.407, -0.801, -0.104]],
  "de_lowest_kcal_mol": 95.4,
  "gap_ev": [6.4, 6.4],
  "total_charge": 2
}

6.
{
  "formula": "C10H11N3O2",
  "method": "ωB97M-V with the def2-TZVPD basis set",
  "species": ["N", "C", "O", "C", "H", "H", "C", "N", "H", "H", "H", "H", "N", "C", "C", "H", "H", "H", "C", "C", "C", "C", "C", "O", "H", "H"],
  "coordinates": [[0.249, -2.464, -0.325], [-1.035, -1.891, -0.483], [-2.043, -2.470, -0.244], [2.433, 0.102, 0.692], [3.523, -0.360, 0.607], [-2.012, 2.357, 1.189], [0.230, 0.207, -0.440], [2.424, -2.636, -0.886], [0.655, 1.841, 0.790], [-2.952, -0.678, -1.686], [-0.348, -0.839, -2.222], [-2.115, 0.738, -2.370], [1.900, -3.851, -0.978], [-2.160, 0.171, -1.463], [1.567, -0.376, -0.487], [2.320, -4.704, -0.378], [2.433, 1.250, 0.767], [2.045, -0.025, -1.406], [-0.831, -0.552, -1.258], [1.451, -1.835, -0.642], [-1.624, 1.730, 0.351], [-2.497, 1.184, -0.453], [-0.227, 1.229, 0.325], [0.519, -3.844, -0.567], [1.917, -0.007, 1.692], [-3.636, 1.364, -0.287]],
  "de_lowest_kcal_mol": 151.7,
  "gap_ev": 8.2
}